Record 1
40
Properties=species:S:1:pos:R:3:mulliken_charge:R:1 method="wB97M-V/def2-TZVPD" total_energy_ha=-877.1119 spin_multiplicity=1 smiles="CCCN1C(=O)N(C)[C@H](N(O)C(=O)NC)C1(C)C" homo_energy_ev=-8.891 gap_ev=9.53
C 3.17345 -3.57471 -1.78347 -1.431
C 1.88818 -3.05990 -1.14843 0.115
C 1.90229 -1.53094 -1.06110 -1.200
N 0.64088 -0.94490 -0.68810 0.365
C -0.21016 -0.44922 -1.62846 0.620
O -0.04960 -0.45157 -2.82979 -0.714
N -1.29682 0.08279 -0.96736 -0.002
C -2.37081 0.76908 -1.63284 -0.985
C -1.02172 0.22232 0.43556 -1.206
N -0.60664 1.57504 0.75899 0.318
O 0.44019 2.09011 -0.01989 -0.579
C -1.52450 2.47076 1.29424 0.683
O -2.54731 2.07674 1.81588 -0.675
N -1.15004 3.76641 1.19953 -0.234
C -1.87503 4.81396 1.87257 -0.893
C 0.09190 -0.83382 0.65822 1.639
C 1.12702 -0.38755 1.68422 -2.180
C -0.56760 -2.14744 1.09705 -1.824
H 3.16692 -4.66090 -1.83009 0.399
H 3.27883 -3.18753 -2.79396 0.355
H 4.03884 -3.26065 -1.20319 0.333
H 1.03093 -3.36718 -1.74940 0.309
H 1.77988 -3.49336 -0.15284 0.134
H 2.67623 -1.19938 -0.36365 0.318
H 2.13026 -1.13029 -2.05361 0.498
H -2.37328 1.84126 -1.41028 0.272
H -2.23413 0.62127 -2.70338 0.421
H -3.33044 0.35119 -1.32236 0.298
H -1.90892 0.04870 1.05182 0.724
H 0.20183 2.00472 -0.96050 0.424
H -0.22017 3.96298 0.86180 0.215
H -1.31229 5.20302 2.72446 0.292
H -2.08687 5.63002 1.18007 0.274
H -2.81086 4.38587 2.22802 0.346
H 1.82504 -1.19447 1.89060 0.473
H 1.67629 0.47816 1.32583 0.463
H 0.62007 -0.11931 2.60693 0.416
H -1.09145 -2.00034 2.03786 0.456
H 0.17865 -2.92388 1.23513 0.331
H -1.27905 -2.47706 0.34389 0.434

***

Record 2
43
Properties=species:S:1:pos:R:3:mulliken_charge:R:1 method="wB97M-V/def2-TZVPD" total_energy_ha=-2198.3410 spin_multiplicity=1 homo_energy_ev=-22.936 total_charge=+4 gap_ev=6.51
Ti -0.05676 -0.58175 0.12314 1.001
C -1.48317 -3.14876 -0.59435 -0.502
C -0.78283 -3.35500 0.73695 -0.539
O -0.63085 -2.01087 1.34788 -0.330
C -1.39233 -1.68395 2.58476 -0.502
C -0.91729 -0.29603 2.93219 -0.450
O -0.84399 0.44225 1.63888 -0.184
C -1.80633 1.52342 1.30417 -0.561
C -2.36365 1.21516 -0.07548 -0.481
O -1.23738 0.70382 -0.87959 -0.014
C -1.55212 0.20050 -2.23599 -0.582
C -1.95776 -1.24551 -2.11198 -0.532
O -1.03661 -1.82550 -1.10453 -0.252
H -2.56751 -3.10486 -0.49617 0.476
H -1.21179 -3.92094 -1.31419 0.397
H 0.21988 -3.76861 0.64929 0.314
H -1.37860 -3.99326 1.38930 0.503
H -1.14170 -2.41544 3.35306 0.492
H -2.45574 -1.73076 2.34947 0.392
H 0.09024 -0.28482 3.34268 0.345
H -1.59414 0.21644 3.61469 0.446
H -1.25638 2.46039 1.35736 0.279
H -2.61571 1.54276 2.03354 0.556
H -2.75533 2.11422 -0.55253 0.485
H -3.14412 0.45368 -0.04110 0.367
H -0.64011 0.33435 -2.81775 0.368
H -2.34579 0.80400 -2.67792 0.442
H -1.84555 -1.78212 -3.05467 0.412
H -2.97694 -1.37044 -1.74579 0.499
C 3.64322 3.59859 -1.08401 -1.250
C 3.70846 2.14204 -0.85683 0.838
N 4.76487 1.38126 -0.95820 -0.535
N 4.37896 0.12366 -0.64918 0.278
C 3.09647 0.06354 -0.37367 0.512
S 2.07442 -1.20850 0.18851 -0.270
N 2.63827 1.31469 -0.49405 0.192
N 1.27599 1.55053 -0.24843 -0.602
H 4.61156 3.92847 -1.45910 0.357
H 3.44697 4.13984 -0.15444 0.365
H 2.87626 3.86647 -1.81374 0.380
H 5.07592 -0.62078 -0.65972 0.211
H 1.19956 2.17639 0.55782 0.330
H 0.88942 2.05140 -1.05031 0.351

***

Record 3
43
Properties=species:S:1:pos:R:3:mulliken_charge:R:1 method="wB97M-V/def2-TZVPD" total_energy_ha=-1061.5184 spin_multiplicity=1 homo_energy_ev=-8.578 gap_ev=8.62
C -0.38919 -0.14032 0.86993 0.383
C 1.05047 0.38799 1.28538 0.182
C -1.56143 0.64545 1.39518 0.008
C -2.79046 0.66730 0.44475 -0.219
C -3.04647 -0.56886 -0.45843 -0.391
C -5.47774 -0.33567 -0.65508 0.412
C 2.28039 -1.05077 -0.28944 -0.254
C 3.50387 -1.86096 -0.00905 0.442
C 2.38921 -0.33464 -1.73991 -0.372
C 3.14003 1.03485 -1.71801 -0.747
C 2.35369 2.04317 -0.75406 0.339
H -0.99910 -0.96069 2.81806 0.479
H -0.66272 -2.24575 1.02770 0.296
H -0.37924 -0.34668 -0.32179 -0.194
H -1.66060 -0.10539 2.31724 -0.262
H -1.21412 1.73787 1.77058 0.292
H -3.98994 0.80376 0.93572 -0.193
H -2.29936 1.63528 -0.12528 0.201
H -3.38344 -1.34296 0.17573 0.348
H -2.00585 -0.77116 -1.11994 0.247
H -4.52336 -0.70760 -2.14425 0.332
H -7.52227 -0.27741 -0.95897 0.203
H -6.63986 0.17677 0.93459 0.196
H -4.82474 0.57150 1.29398 0.352
H 3.10561 0.23543 0.89002 0.423
H 1.45959 -1.88227 -0.24550 0.131
H 1.46937 0.03230 -2.27604 0.379
H 2.80644 -0.92780 -2.64791 0.294
H 3.00579 1.59045 -2.64656 0.420
H 4.25356 0.65238 -1.65293 0.272
H 4.19587 2.60583 0.17707 0.273
H 2.87005 3.41250 0.90175 0.308
H 2.95668 -2.96608 -1.33264 0.391
N -0.22716 -1.48514 1.79324 -0.734
N -4.23502 -0.38567 -1.19694 -0.224
N -6.56234 -0.35981 -1.38024 -0.763
N -5.66084 -0.00100 0.76922 -0.467
N 2.11827 -0.12572 0.72737 0.018
N 3.23702 2.84789 -0.01817 -0.437
O 1.14839 1.25788 2.11659 -0.707
O 4.48878 -1.43348 0.66717 -0.614
O 1.22617 2.23664 -1.21317 -0.566
O 3.70889 -2.97095 -0.67804 -0.476

***

Record 4
36
Properties=species:S:1:pos:R:3:mulliken_charge:R:1 method="wB97M-V/def2-TZVPD" s_squared=0.754 total_energy_ha=-637.4903 spin_multiplicity=2 homo_energy_ev="-7.861 / -9.218" gap_ev="8.72 / 10.05"
C 0.62304 -0.30625 4.48630 -0.770
O 0.92718 -0.14743 3.11996 -0.297
C 0.10254 -0.93507 2.28610 -1.194
C 0.28796 -0.54122 0.82780 1.244
C -0.77826 -1.23315 -0.01881 -1.944
C -0.73610 -0.86520 -1.51030 1.632
C -2.02334 -1.31402 -2.18641 -1.876
C 0.42933 -1.55499 -2.22904 -1.621
N -0.67084 0.63521 -1.61477 0.594
O -1.80882 1.21182 -1.73062 -0.647
C 0.34715 1.41755 -0.81709 2.063
C -0.01636 2.89004 -0.94174 -1.926
C 1.77209 1.22586 -1.34516 -1.939
C 0.20594 0.96724 0.63833 -1.692
H 1.36913 0.25064 5.05027 0.246
H 0.66366 -1.35925 4.79060 0.304
H -0.37314 0.08422 4.72530 0.323
H -0.95453 -0.82500 2.57190 0.428
H 0.36785 -1.99395 2.42302 0.486
H 1.26932 -0.91523 0.51016 0.102
H -1.76380 -0.97544 0.37839 0.438
H -0.67601 -2.31882 0.05534 0.435
H -2.01320 -2.40142 -2.27370 0.408
H -2.90609 -1.00743 -1.63268 0.386
H -2.09260 -0.88352 -3.18445 0.471
H 0.24414 -1.59213 -3.30124 0.411
H 0.51578 -2.57848 -1.86544 0.346
H 1.39186 -1.08082 -2.07526 0.326
H 0.76873 3.48043 -0.47276 0.440
H -0.96520 3.11284 -0.46651 0.381
H -0.09787 3.17650 -1.99080 0.468
H 2.26215 0.33872 -0.95330 0.338
H 2.37540 2.08443 -1.05813 0.467
H 1.77705 1.17701 -2.43697 0.400
H 0.95213 1.47412 1.25118 0.430
H -0.77629 1.30223 0.99054 0.337

***

Record 5
35
Properties=species:S:1:pos:R:3:mulliken_charge:R:1 method="wB97M-V/def2-TZVPD" total_energy_ha=-884.9385 spin_multiplicity=1 smiles="C=[N+]1C(C)(C)C[C@H](C)C[C@]1(C)SC" homo_energy_ev=-12.955 total_charge=+1 gap_ev=9.18
C -0.67344 -2.17345 -0.26052 -0.442
N -0.26823 -1.02606 0.09143 0.312
C -0.79688 -0.46191 1.29344 1.422
C -0.04292 -1.16439 2.35472 -1.418
C -2.30249 -0.69322 1.41594 -1.905
C -0.50159 1.04704 1.35685 -1.521
C 0.85216 1.45199 0.94115 0.387
C 0.90063 2.82052 0.37463 -1.397
C 1.64595 0.49415 -0.00224 -1.734
C 0.73984 -0.04816 -1.04915 1.347
C 1.51914 -1.01207 -1.90921 -1.696
S -0.39270 0.98975 -1.95321 0.110
C -0.60388 0.19923 -3.52331 -0.987
H -0.43107 -2.58629 -1.19539 0.305
H -1.43406 -2.51716 0.32479 0.366
H -0.16043 -2.29856 2.24862 0.345
H -0.35164 -0.86916 3.39195 0.391
H 1.09526 -1.02497 2.39439 0.315
H -2.71671 0.07079 2.02016 0.433
H -2.66688 -1.64178 1.78020 0.513
H -2.88002 -0.63465 0.40817 0.357
H -0.76508 1.47712 2.38362 0.572
H -1.17026 1.63662 0.68937 0.342
H 1.55052 1.50588 1.82039 0.327
H 0.20463 2.83661 -0.45976 0.321
H 1.87646 3.09499 0.05862 0.434
H 0.73970 3.70357 1.13355 0.329
H 2.44933 1.11177 -0.23884 0.493
H 2.08426 -0.33148 0.52254 0.308
H 0.87422 -1.43199 -2.77342 0.400
H 1.75115 -1.76896 -1.22386 0.574
H 2.31528 -0.32763 -2.29428 0.363
H -1.48169 0.67796 -3.96080 0.428
H -0.88358 -0.90992 -3.58321 0.302
H 0.27688 0.50383 -4.18712 0.303

***

Record 6
43
Properties=species:S:1:pos:R:3:mulliken_charge:R:1 method="wB97M-V/def2-TZVPD" total_energy_ha=-2153.3352 spin_multiplicity=1 homo_energy_ev=2.296 total_charge=-2 gap_ev=1.20
C -3.64394 -0.43664 3.31061 -1.415
C -3.88654 0.32262 2.01002 -0.759
O -2.69018 0.96984 1.62496 0.199
C -2.63605 1.32070 0.26238 -0.673
C -1.23724 1.75088 -0.15684 -0.994
C -0.22329 0.65048 -0.43433 -0.190
O 0.88248 1.29081 -1.10178 -0.312
S 2.32348 0.80542 -0.61466 0.971
O 2.85017 1.80369 0.24713 -0.478
O 3.03819 0.24435 -1.69215 -0.427
O 1.74560 -0.41472 0.28462 -0.299
C 0.41647 -0.16086 0.71854 0.825
S 0.48333 0.70086 2.35549 -0.067
C -0.20482 -1.52867 1.05168 -0.759
S -0.77909 -2.53773 -0.34637 -0.043
C -2.53580 -2.71744 0.06144 0.396
C -3.12368 -3.87250 -0.74141 -1.377
H -2.58383 -0.67623 3.40497 0.216
H -3.91963 0.16883 4.17592 0.425
H -4.23594 -1.35323 3.34125 0.362
H -4.67315 1.07647 2.16097 0.408
H -4.23518 -0.34592 1.21555 0.406
H -2.98810 0.49107 -0.36861 0.244
H -3.30725 2.17196 0.06885 0.358
H -1.37136 2.25246 -1.12101 0.473
H -0.84317 2.49449 0.53732 0.167
H -0.64630 -0.02629 -1.18120 0.451
H 0.82257 1.91355 1.89999 0.116
H 0.58047 -2.09929 1.54756 0.569
H -1.03498 -1.37353 1.73891 -0.368
H -3.05820 -1.79774 -0.20302 -0.239
H -2.65327 -2.87208 1.13623 0.261
H -4.15227 -4.05782 -0.41978 0.603
H -2.54071 -4.78610 -0.62212 0.256
H -3.16760 -3.61227 -1.80140 0.260
O 6.84253 0.19481 -3.69471 -0.872
C 6.22558 1.09418 -2.92291 0.300
C 7.07768 2.46524 -2.65503 -0.348
O 6.51890 3.36216 -1.84063 -0.825
H 5.97996 0.74654 -1.88719 -0.064
H 5.26032 1.48960 -3.33468 -0.048
H 7.25766 2.82828 -3.70350 0.139
H 8.06618 2.05978 -2.31109 0.150

***

no.,maximum force (eV/A)
1,0.58
2,1.18
3,7.49
4,0.35
5,4.16
6,0.69